{"formula": "C24H52AlN3O25", "method": "ωB97M-V with the def2-TZVPD basis set", "orbital_gap_ev": 2.7, "e_tot_ha": -3232.2497, "charge": 2, "e_homo_ev": -15.21, "symbols": ["Al", "C", "C", "C", "O", "H", "H", "H", "H", "H", "H", "H", "C", "O", "C", "O", "O", "C", "H", "H", "H", "H", "H", "H", "C", "O", "C", "O", "O", "C", "H", "H", "H", "H", "H", "H", "C", "O", "C", "O", "O", "C", "H", "H", "H", "H", "H", "H", "C", "O", "C", "O", "O", "C", "H", "H", "H", "H", "H", "H", "C", "O", "C", "O", "O", "C", "H", "H", "H", "H", "H", "H", "C", "O", "C", "O", "O", "C", "H", "H", "H", "H", "H", "H", "C", "N", "O", "O", "H", "H", "H", "C", "N", "O", "O", "H", "H", "H", "C", "N", "O", "O", "H", "H", "H"], "xyz": [[2.95439, -2.36275, -2.27451], [-1.08097, 0.05193, -1.49901], [0.19862, 0.21017, -0.66903], [-0.06306, 0.63471, 0.80659], [1.06069, -0.67632, -0.78094], [-1.62522, -0.88748, -1.32906], [-1.01732, 0.06240, -2.58724], [-1.78172, 0.83160, -1.20683], [0.69158, 1.14501, -1.11676], [0.77223, 0.61820, 1.50245], [-0.85547, -0.03725, 1.16353], [-0.42143, 1.66894, 0.81118], [2.60316, -1.91740, 2.58961], [3.79657, -2.72285, 2.58565], [4.16829, -3.32561, 1.50111], [3.65328, -3.30467, 0.40373], [5.32508, -3.88133, 1.77613], [6.05613, -4.49426, 0.70578], [2.34816, -1.73067, 3.62187], [1.79076, -2.37468, 2.01248], [2.83604, -0.99818, 2.03755], [6.56831, -3.71034, 0.15147], [5.36262, -4.98846, 0.02433], [6.72958, -5.24121, 1.09925], [0.34254, -6.45180, -3.95187], [-0.78401, -5.59913, -3.88884], [-0.51563, -4.34123, -3.81464], [0.55892, -3.83702, -4.01690], [-1.60807, -3.72617, -3.36969], [-1.67097, -2.31859, -3.57654], [0.92464, -6.24310, -4.85487], [0.03481, -7.48643, -3.94848], [1.08633, -6.28542, -3.16537], [-0.75208, -1.75703, -3.36857], [-2.49686, -2.01466, -2.93408], [-1.87987, -2.02085, -4.60974], [3.44066, 1.52108, 1.17526], [4.78164, 1.11839, 1.16466], [5.14869, 0.17282, 0.33285], [4.45127, -0.37701, -0.46161], [6.38735, -0.11041, 0.56825], [7.13087, -0.75263, -0.44697], [2.95450, 1.59722, 0.20511], [3.44085, 2.56128, 1.52054], [2.81809, 1.06541, 1.94544], [8.05831, -1.14607, -0.05366], [7.31911, -0.08898, -1.29208], [6.59595, -1.60057, -0.89088], [-3.13552, 2.36373, 1.41509], [-2.53376, 2.94380, 2.53410], [-3.08742, 2.75422, 3.74339], [-4.09300, 2.23467, 3.92384], [-2.25682, 3.24140, 4.62024], [-2.46179, 2.89205, 6.01703], [-2.57080, 2.84585, 0.60487], [-4.19873, 2.53145, 1.29376], [-2.86237, 1.31725, 1.23673], [-3.45672, 3.19730, 6.33464], [-1.66917, 3.46431, 6.48656], [-2.34087, 1.84763, 6.30130], [0.69935, 3.75980, 2.14441], [0.18511, 4.08119, 0.81204], [1.04960, 4.35061, -0.15018], [2.23059, 4.35182, -0.04895], [0.36673, 4.54199, -1.28711], [1.09036, 5.01359, -2.44204], [-0.16670, 3.63228, 2.78296], [1.37683, 4.54384, 2.47131], [1.20329, 2.79178, 2.03175], [1.71696, 4.22397, -2.83658], [1.48492, 5.99933, -2.22371], [0.32501, 5.20693, -3.19730], [-5.86024, 0.27376, -0.10337], [-5.85854, 0.54543, -1.47580], [-4.95773, 0.00257, -2.27109], [-4.17491, -0.86667, -1.96385], [-5.05760, 0.55473, -3.45742], [-3.96853, 0.44255, -4.36737], [-6.81704, 0.54061, 0.33027], [-5.09463, 0.85178, 0.40713], [-5.68531, -0.76216, 0.16258], [-3.91732, -0.52520, -4.87512], [-2.97226, 0.58674, -3.92544], [-4.02908, 1.21780, -5.12115], [-0.54490, -0.36584, 4.66629], [0.43515, 0.76805, 4.76037], [0.22228, 1.61314, 5.56998], [1.33862, 0.83297, 3.91939], [-1.45714, 0.00032, 4.20415], [-0.67849, -0.74914, 5.66940], [-0.06083, -1.08335, 4.01536], [-2.27765, -3.90988, 1.13154], [-2.15286, -3.16052, 2.42525], [-3.13468, -2.59753, 2.89286], [-1.05002, -3.20408, 2.94742], [-1.36081, -3.78908, 0.56676], [-3.10416, -3.48842, 0.56137], [-2.49380, -4.94227, 1.38669], [-0.97461, 3.14642, -3.67509], [-1.36362, 3.45177, -5.09463], [-0.64590, 4.20228, -5.72254], [-2.21376, 2.74688, -5.55632], [-1.09944, 4.01331, -3.03786], [-0.02220, 2.64854, -3.82647], [-1.70038, 2.42506, -3.30811]], "forces_ev_per_a": [[0.23, -0.11, 0.69], [-4.21, -1.54, -0.51], [3.78, 5.76, -2.98], [-2.21, -1.22, 3.07], [0.64, -2.90, 0.87], [0.44, 0.08, 0.61], [1.34, 0.40, 0.16], [0.38, 0.38, 0.42], [-0.92, -0.41, 0.09], [0.51, -0.56, -0.57], [0.23, 0.19, 0.27], [-0.09, 0.13, -1.00], [0.27, 0.09, -1.34], [-1.33, 0.51, 1.09], [1.51, 0.21, -0.28], [-1.07, 0.17, -1.00], [0.62, -0.78, 0.09], [-0.74, 0.06, -0.67], [0.01, 0.01, 0.04], [0.09, -0.36, 0.46], [0.01, 0.00, 0.49], [0.26, -0.10, 0.08], [0.03, -0.03, 0.05], [0.15, 0.18, 0.36], [1.70, -0.30, -0.84], [-0.37, -1.35, 0.35], [-0.28, 0.22, 0.62], [0.87, 0.91, 0.02], [0.13, 0.83, -0.57], [-0.43, 0.48, -0.07], [-0.37, -0.16, -0.15], [-0.41, 0.01, 0.04], [-0.58, 0.14, 0.39], [0.16, -0.67, 0.40], [0.11, 0.26, -0.22], [-0.26, -0.59, -0.03], [-0.90, 2.05, 0.59], [-0.15, 0.10, 0.39], [0.35, 0.34, 1.15], [-1.82, -1.01, -2.03], [1.58, 0.10, 0.41], [-0.08, -0.95, -1.32], [0.21, -0.55, -0.24], [0.34, -0.05, -0.16], [0.28, -0.77, -0.15], [0.07, 0.34, 0.38], [0.15, 0.30, 0.29], [-0.18, 0.06, 0.36], [0.93, 0.31, -1.57], [0.82, 0.19, -0.13], [3.17, 1.43, -0.95], [-4.70, -2.59, 0.88], [1.10, -0.20, 1.08], [-0.16, 0.83, 0.14], [-0.60, 0.29, -0.16], [-0.09, 0.07, 0.31], [-0.44, -0.33, 0.83], [0.10, 0.21, -0.02], [-0.24, 0.02, 0.35], [0.12, -0.16, -0.76], [0.20, -0.30, -1.11], [-0.96, -0.16, 0.69], [-0.83, -0.15, -0.58], [1.59, 0.04, 0.18], [-0.45, -0.06, 0.13], [-1.08, 0.50, -0.08], [-0.08, 0.26, -0.01], [0.01, -0.14, 0.12], [0.21, 0.37, 0.43], [0.70, 0.31, 0.18], [0.88, -0.29, 0.05], [0.20, -0.02, 0.19], [0.23, -0.49, 1.42], [-0.41, 0.38, -0.88], [-0.29, -0.09, 0.36], [0.85, -0.16, 0.37], [0.19, 0.71, -0.60], [0.79, -0.54, -0.59], [-0.18, 0.22, -0.38], [0.09, 0.15, -0.11], [0.07, -0.34, -0.41], [-0.42, 0.00, 0.21], [-0.36, 0.02, 0.54], [-0.56, 0.09, 0.12], [1.05, -0.17, -0.29], [-0.35, 0.18, -1.12], [0.09, 0.46, 0.82], [-0.30, -0.38, 0.07], [-0.09, 0.17, 0.25], [-0.28, -0.02, 0.03], [-0.22, -0.29, 0.08], [-0.66, 0.50, -0.16], [-0.38, 0.08, 0.25], [0.99, -0.47, -0.62], [-0.19, 0.29, -0.04], [0.20, -0.22, 0.25], [-0.08, -0.05, 0.23], [0.16, -0.07, -0.02], [-1.27, -0.42, -0.28], [1.52, -0.26, 0.09], [-0.40, 0.28, 0.50], [-1.26, -0.32, -0.65], [0.68, 0.02, -0.20], [0.39, 0.53, 0.66], [-0.07, -0.13, -0.20]]}



{"formula": "CH3NO2S", "method": "ωB97M-V with the def2-TZVPD basis set", "relative_energy_kj_mol": 143.6, "orbital_gap_ev": 9.7, "e_tot_ha": -643.2595, "charge": 0, "e_homo_ev": -9.92, "symbols": ["C", "N", "O", "O", "S", "H", "H", "H"], "xyz": [[-1.07139, 0.46762, -0.19198], [-0.42207, -0.50995, 0.25712], [2.07405, -1.26608, -0.31193], [1.39402, 1.10660, -0.30698], [1.58628, -0.11194, 0.47616], [-0.43136, 1.20993, -0.71143], [-2.25076, 0.48791, 0.05820], [-0.87878, -1.38410, 0.73083]], "forces_ev_per_a": [[-3.06, -0.60, 0.97], [-1.14, -2.36, 1.47], [-0.27, 1.55, 1.47], [1.07, 0.08, 0.52], [0.80, -1.46, -2.52], [-0.87, 0.05, 0.44], [2.70, 0.31, -1.29], [0.77, 2.43, -1.06]]}



{"formula": "C4H11N4", "method": "ωB97M-V with the def2-TZVPD basis set", "relative_energy_kj_mol": 346.6, "orbital_gap_ev": 8.4, "e_tot_ha": -377.6947, "charge": 1, "e_homo_ev": -12.97, "symbols": ["C", "C", "C", "C", "N", "N", "N", "N", "H", "H", "H", "H", "H", "H", "H", "H", "H", "H", "H"], "xyz": [[-0.37148, -0.41511, -0.73885], [3.36814, 0.57156, -0.35562], [-0.13589, 0.86010, -0.23322], [3.79202, -0.31341, 0.73990], [2.18754, 0.98478, -0.43601], [1.08685, 1.25534, -0.01421], [-1.61168, -0.91682, -0.79193], [-3.23609, 0.80953, 0.34694], [0.46474, -1.16772, -0.86216], [4.06924, 0.96510, -1.13201], [-1.00922, 1.50751, -0.09279], [3.40353, -1.29549, 0.75088], [3.39124, 0.09958, 1.71470], [4.94676, -0.31566, 0.81065], [-2.34595, -0.33857, -0.37623], [-1.68943, -1.96844, -0.77324], [-2.92415, 1.73894, -0.06411], [-3.06411, 0.72358, 1.38544], [-4.23933, 0.80501, 0.25330]], "forces_ev_per_a": [[-0.96, -2.49, 0.51], [0.42, 0.42, -0.85], [-0.57, -0.58, -1.31], [2.27, 1.38, 2.26], [-0.31, -0.36, -0.83], [0.23, 2.05, 0.96], [2.91, -2.23, -0.32], [0.22, 1.40, 0.90], [-0.88, 1.17, -0.19], [-0.64, -0.55, 0.67], [1.11, -0.04, 0.56], [-0.25, -1.23, -0.61], [0.56, -0.13, -0.91], [-1.99, -0.22, -0.09], [-1.04, 0.44, 0.10], [-0.04, 1.78, -0.40], [-0.63, -1.41, 1.26], [-0.03, 0.70, -1.56], [-0.38, -0.08, -0.14]]}



{"formula": "C18H17N2O6", "method": "ωB97M-V with the def2-TZVPD basis set", "relative_energy_kj_mol": 0.0, "orbital_gap_ev": 5.8, "e_tot_ha": -1257.1156, "charge": -1, "e_homo_ev": -3.84, "symbols": ["O", "C", "C", "N", "C", "C", "N", "H", "H", "H", "C", "O", "C", "C", "C", "C", "C", "C", "C", "O", "O", "C", "C", "C", "O", "C", "O", "C", "C", "H", "H", "H", "H", "H", "H", "H", "H", "H", "H", "H", "H", "H", "H"], "xyz": [[-2.75856, 2.82524, -4.64519], [-1.85072, 2.49444, -3.90117], [-0.79972, 1.51579, -4.16511], [0.23223, 1.17772, -3.33022], [0.97345, 0.27178, -4.02218], [0.33871, 0.04668, -5.28465], [-0.75778, 0.83125, -5.35820], [-1.71880, 2.93379, -2.88408], [1.88726, -0.19126, -3.67113], [0.65316, -0.63031, -6.06538], [5.48075, -0.09218, 2.86166], [5.12833, -0.99066, 1.78829], [3.88149, -0.87001, 1.26615], [3.48732, -1.85750, 0.32838], [2.22635, -1.81031, -0.21570], [1.29992, -0.81005, 0.16915], [-0.03820, -0.81472, -0.39062], [-1.17527, -0.76523, 0.35267], [-2.48767, -0.86463, -0.34447], [-2.61639, -1.18706, -1.50582], [-3.60085, -0.63683, 0.41909], [-3.41885, 0.01345, 1.69904], [-3.10844, 1.49101, 1.53779], [-4.71295, -0.21656, 2.47745], [-2.38845, -0.66271, 2.45570], [-1.20888, -0.96765, 1.83529], [-0.31124, -1.43406, 2.50144], [1.70310, 0.16624, 1.10716], [2.97924, 0.16041, 1.63674], [6.47831, -0.40172, 3.16626], [5.49369, 0.94731, 2.51081], [4.77617, -0.19108, 3.69751], [4.19248, -2.64383, 0.06977], [1.88298, -2.56774, -0.92444], [-0.18217, -0.88778, -1.46506], [-2.18283, 1.65559, 0.97510], [-3.94090, 1.97977, 1.01668], [-3.01708, 1.95465, 2.52787], [-4.89127, -1.29024, 2.57190], [-4.63685, 0.21658, 3.47644], [-5.55515, 0.23660, 1.95208], [0.99686, 0.94201, 1.41029], [3.26721, 0.92385, 2.36269]], "forces_ev_per_a": [[0.25, 0.03, 0.39], [0.70, -0.48, 0.30], [0.71, -1.44, -1.46], [0.13, 0.16, 0.12], [-1.45, 0.34, -0.90], [-0.17, 1.01, 1.52], [0.29, -0.09, 0.13], [-0.26, 0.17, -0.08], [-0.07, 0.16, 0.30], [-0.11, 0.04, -0.14], [-0.25, -0.44, -0.62], [0.27, 0.45, 0.55], [-1.03, 0.15, -0.20], [0.53, 0.60, 0.74], [-0.96, 0.58, -0.09], [1.21, 0.21, 0.44], [-1.20, -0.08, 0.58], [0.17, -0.37, 0.10], [-0.10, -0.22, -1.50], [0.00, 0.37, 1.48], [0.34, 0.36, 0.57], [-0.17, -0.54, -0.04], [0.01, 0.16, -0.02], [0.22, -0.16, -0.19], [-0.10, 0.19, -0.48], [0.72, -0.05, 0.37], [-0.89, 0.39, -0.46], [-0.41, -0.52, -0.72], [0.74, -0.66, -0.01], [-0.07, 0.09, 0.03], [0.05, -0.18, 0.07], [0.14, 0.00, -0.14], [-0.11, 0.17, 0.05], [0.27, 0.22, 0.15], [0.15, 0.11, -0.10], [-0.19, -0.02, 0.07], [0.25, -0.16, 0.01], [0.06, -0.17, -0.19], [0.05, 0.13, -0.03], [0.08, 0.00, -0.11], [0.12, -0.01, -0.01], [0.21, -0.23, -0.14], [-0.11, -0.29, -0.32]]}



{"formula": "C13H19NOS", "method": "ωB97M-V with the def2-TZVPD basis set", "relative_energy_kj_mol": 13.8, "orbital_gap_ev": 8.8, "smiles": "Cc1ccc(SCCNC(=O)C(C)C)cc1", "e_tot_ha": -1034.9718, "charge": 0, "e_homo_ev": -8.03, "symbols": ["C", "C", "C", "C", "C", "S", "C", "C", "N", "C", "O", "C", "C", "C", "C", "C", "H", "H", "H", "H", "H", "H", "H", "H", "H", "H", "H", "H", "H", "H", "H", "H", "H", "H", "H"], "xyz": [[6.26810, 0.37334, -0.14867], [4.77557, 0.24532, -0.13040], [4.15348, -0.88048, 0.38779], [2.77421, -1.00225, 0.39803], [1.99066, 0.01113, -0.13173], [0.22092, -0.01959, -0.16273], [-0.16906, -1.79969, 0.04130], [-1.60603, -2.05213, -0.39488], [-2.53120, -1.18806, 0.29584], [-3.38741, -0.36937, -0.36810], [-3.54727, -0.43251, -1.56634], [-4.09792, 0.63492, 0.53184], [-3.22274, 1.89088, 0.58478], [-5.48115, 0.95424, -0.02521], [2.60171, 1.14957, -0.65010], [3.97556, 1.26184, -0.64508], [6.57534, 1.32301, 0.28632], [6.63586, 0.34342, -1.17428], [6.73577, -0.43464, 0.40823], [4.75177, -1.68097, 0.79958], [2.32855, -1.88676, 0.82565], [0.52094, -2.37140, -0.57775], [-0.03531, -2.06169, 1.09303], [-1.73103, -1.84129, -1.46059], [-1.85435, -3.10559, -0.21005], [-2.39332, -1.06278, 1.28624], [-4.19321, 0.21698, 1.54011], [-3.67142, 2.63663, 1.23742], [-3.12688, 2.31247, -0.41279], [-2.22553, 1.65686, 0.95230], [-5.94677, 1.75519, 0.54418], [-5.39128, 1.26061, -1.06412], [-6.12077, 0.07549, 0.01641], [1.98547, 1.93799, -1.05480], [4.43879, 2.14932, -1.05142]], "forces_ev_per_a": [[-0.01, 0.02, -0.06], [-0.02, -0.05, 0.04], [0.10, 0.07, -0.03], [-0.06, 0.03, -0.04], [-0.30, -0.14, 0.05], [-0.15, -0.24, -0.05], [0.13, 0.50, 0.01], [0.11, -0.10, -0.21], [0.29, -0.23, 0.27], [-0.26, -0.02, 0.61], [-0.08, 0.13, -0.42], [-0.11, 0.22, -0.29], [-0.04, -0.13, 0.10], [0.18, -0.15, 0.10], [-0.07, -0.07, 0.03], [0.00, -0.07, 0.07], [0.09, 0.03, 0.03], [0.11, -0.01, -0.03], [0.08, -0.02, 0.02], [0.09, -0.06, 0.04], [-0.06, -0.06, 0.03], [-0.01, -0.09, 0.06], [0.06, -0.14, -0.05], [0.04, -0.12, 0.14], [0.06, 0.12, -0.10], [-0.14, 0.10, -0.06], [0.05, -0.02, -0.06], [-0.02, 0.08, 0.05], [0.01, 0.07, -0.11], [0.11, 0.06, 0.04], [-0.05, 0.06, 0.06], [-0.03, 0.03, -0.07], [-0.12, -0.03, -0.04], [-0.04, 0.11, -0.09], [0.05, 0.11, -0.05]]}